Record 1
Entry from OMol25: one molecule with the formula C4H8O in a non-equilibrium geometry (wB97M-V/def2-TZVPD).

Geometry as XYZ:
```
13
Properties=species:S:1:pos:R:3:forces:R:3:nbo_charge:R:1
C 0.2694 0.6586 1.3773 1.21 0.22 -1.06 -0.60
C 0.4177 0.3404 -0.1226 -0.06 0.18 0.10 -0.33
C -0.0220 1.4915 -1.0528 -0.37 -1.25 0.59 -0.60
C -0.3105 -0.9595 -0.4615 0.10 1.14 -0.56 0.46
O -0.3828 -1.9150 0.2496 -0.04 -0.40 0.26 -0.51
H 0.8281 -0.0890 1.9339 -0.51 -0.18 0.33 0.23
H -0.7760 0.7493 1.6330 -0.17 -0.12 0.37 0.21
H 0.7923 1.6022 1.5486 -0.26 0.11 0.17 0.21
H 1.4725 0.1638 -0.3636 0.06 -0.21 0.20 0.22
H 0.6179 2.3562 -0.9240 0.02 0.12 -0.12 0.22
H -1.0581 1.7365 -0.8085 0.02 0.28 -0.20 0.20
H 0.0210 1.0927 -2.0675 -0.01 0.46 -0.18 0.21
H -0.8045 -0.9180 -1.4635 0.02 -0.36 0.10 0.09
```
Positions in Å, forces in eV/Å.

Output
energy above the lowest of the compared OMol25 structures with the same formula, charge and spin	9.0	kcal per mole
structure (SMILES)	CC(C)C=O
spin multiplicity	1
HOMO-LUMO gap	10.7	eV

---

Record 2
Entry from OMol25: a 4-piece molecular cluster, C30H62ClFN4O7PS overall in a non-equilibrium geometry (wB97M-V/def2-TZVPD).

Geometry as XYZ:
```
107
Properties=species:S:1:pos:R:3:forces:R:3:lowdin_spin:R:1
C 3.2675 1.0697 -5.1818 0.34 -0.17 -0.13 0.00
C 3.2089 0.2289 -6.4545 -0.07 0.14 0.43 0.00
O 3.8300 -1.0274 -6.2775 0.21 -0.01 -0.27 0.00
C 1.7984 0.0846 -7.0412 0.84 0.34 0.17 0.00
N 0.7442 -0.1543 -6.0142 -1.11 -0.80 -0.70 0.00
P -0.5341 1.0450 -6.0760 0.74 0.76 0.25 0.00
O -1.6961 0.1944 -5.3467 -0.02 0.23 0.02 0.00
Cl -1.1741 1.0697 -8.0765 -0.09 -0.32 0.13 0.00
S 0.2742 -1.7521 -5.9474 0.64 -0.89 -0.99 0.00
O 1.3823 -2.6104 -6.1821 0.18 0.46 0.41 0.00
O -0.9148 -2.0306 -6.6698 -0.29 0.30 0.34 0.00
F -0.0279 -1.8370 -4.4279 -0.13 0.18 0.08 0.00
H 4.1710 0.7853 -4.6469 0.11 0.11 0.06 0.00
H 3.3564 2.1277 -5.4176 -0.22 0.13 0.06 0.00
H 2.4399 0.8942 -4.5040 -0.16 0.03 0.00 0.00
H 3.8098 0.7443 -7.2039 0.00 -0.14 -0.24 0.00
H 3.5916 -1.3954 -5.4249 -0.18 -0.10 0.14 0.00
H 1.5713 0.9994 -7.5866 -0.25 0.15 0.13 0.00
H 1.8182 -0.7087 -7.7834 -0.15 -0.14 0.01 0.00
H -2.5483 0.3757 -5.7596 -0.19 -0.18 0.06 0.00
C 0.9147 2.0738 0.0768 0.16 0.26 0.22 0.00
C 1.7404 0.9886 -0.6427 -1.38 0.78 0.35 0.03
C 1.6005 -0.3648 0.0664 0.44 -0.36 0.21 0.02
C 2.4387 -0.5000 1.3353 -0.02 0.10 -0.10 0.00
C 3.8962 -0.1470 1.0433 -0.34 -0.39 -0.09 0.01
C 4.0514 1.2431 0.4283 0.42 0.99 1.17 0.03
N 3.1687 1.4100 -0.7691 0.38 -2.10 -0.46 0.37
O 3.7101 0.8275 -1.7934 0.02 0.66 -0.14 0.54
C 3.7511 2.3000 1.5100 -0.24 0.05 0.04 0.00
C 5.5067 1.4766 0.0363 0.12 -0.17 -0.44 0.00
C 1.0938 0.8519 -2.0138 0.25 -0.15 -0.52 0.00
H 1.4338 2.5743 0.8853 -0.05 -0.11 0.04 0.00
H 0.6199 2.8621 -0.6182 0.04 -0.06 -0.10 0.00
H 0.0053 1.6501 0.5030 -0.01 -0.05 -0.07 0.00
H 1.9016 -1.1606 -0.6244 0.08 0.09 -0.07 0.00
H 0.5481 -0.5422 0.2950 -0.04 0.10 -0.07 0.00
H 2.0309 0.1355 2.1267 0.03 0.03 -0.01 0.00
H 2.3768 -1.5268 1.7011 -0.02 0.01 0.02 0.00
H 4.4833 -0.1996 1.9629 0.07 0.13 -0.02 0.00
H 4.3132 -0.8989 0.3654 -0.01 0.08 -0.10 0.00
H 3.6984 3.3002 1.0775 -0.02 -0.01 -0.02 0.00
H 4.5489 2.3007 2.2532 0.10 -0.06 -0.09 0.00
H 2.8308 2.1150 2.0594 -0.01 0.02 -0.06 0.00
H 5.8802 0.7129 -0.6430 -0.09 0.04 -0.07 0.00
H 6.1296 1.4523 0.9297 -0.08 0.02 0.09 0.00
H 5.6328 2.4501 -0.4399 -0.03 0.00 -0.01 0.00
H 1.2318 1.7537 -2.6130 0.05 0.03 0.05 0.00
H 0.0219 0.6893 -1.8942 -0.01 0.06 0.17 0.00
H 1.4900 0.0065 -2.5768 0.06 0.03 0.03 0.00
C -2.8181 4.3271 4.9156 0.20 0.20 0.23 0.00
C -2.0231 3.2161 4.1950 -1.30 0.82 0.30 0.03
C -2.1938 1.8628 4.8970 0.44 -0.35 0.21 0.02
C -1.3551 1.6934 6.1618 -0.04 0.11 -0.11 0.00
C 0.1093 2.0069 5.8654 -0.32 -0.38 -0.09 0.01
C 0.3019 3.3962 5.2603 0.45 0.96 1.14 0.03
N -0.5821 3.5983 4.0675 0.28 -2.10 -0.39 0.36
O -0.0664 2.9988 3.0418 0.11 0.64 -0.18 0.54
C 0.0429 4.4545 6.3507 -0.25 0.08 0.02 0.00
C 1.7616 3.5880 4.8621 0.11 -0.15 -0.43 0.00
C -2.6774 3.1065 2.8204 0.31 -0.14 -0.34 0.00
H -2.2822 4.8134 5.7239 0.00 -0.11 0.02 0.00
H -3.0850 5.1188 4.2146 0.02 -0.04 -0.06 0.00
H -3.7414 3.9276 5.3360 -0.02 -0.06 -0.10 0.00
H -1.9167 1.0656 4.1997 0.07 0.09 -0.07 0.00
H -3.2496 1.7119 5.1270 -0.05 0.10 -0.08 0.00
H -1.7400 2.3322 6.9614 0.04 0.03 0.00 0.00
H -1.4436 0.6657 6.5190 -0.02 0.01 0.02 0.00
H 0.6997 1.9292 6.7808 0.07 0.12 -0.02 0.00
H 0.5001 1.2487 5.1787 -0.01 0.09 -0.10 0.00
H 0.0193 5.4584 5.9244 -0.01 -0.01 -0.03 0.00
H 0.8447 4.4254 7.0880 0.09 -0.06 -0.09 0.00
H -0.8779 4.2938 6.9067 0.00 0.00 -0.04 0.00
H 2.1082 2.8177 4.1761 -0.09 0.04 -0.05 0.00
H 2.3885 3.5382 5.7516 -0.08 0.02 0.09 0.00
H 1.9157 4.5602 4.3914 -0.03 -0.01 -0.02 0.00
H -2.5134 4.0104 2.2329 0.03 0.00 0.02 0.00
H -3.7517 2.9749 2.9531 -0.02 0.05 0.11 0.00
H -2.3063 2.2566 2.2505 0.06 0.04 0.02 0.00
C -2.0360 -5.9810 -0.2162 0.20 0.04 -0.31 0.00
C -2.8419 -4.7366 0.2170 0.46 -1.46 0.15 0.03
C -4.2927 -4.8128 -0.2780 -0.28 0.39 -0.35 0.02
C -4.4787 -4.4672 -1.7549 0.10 -0.01 0.12 0.00
C -3.8365 -3.1163 -2.0637 -0.45 -0.20 0.27 0.01
C -2.3637 -3.0652 -1.6650 0.86 -0.26 -1.42 0.03
N -2.1652 -3.4850 -0.2417 -1.87 0.99 0.44 0.36
O -2.4780 -2.5041 0.5463 0.67 -0.08 0.08 0.54
C -1.5556 -3.9454 -2.6389 0.00 -0.36 0.10 0.00
C -1.8253 -1.6566 -1.8764 -0.08 0.46 0.47 0.00
C -2.8694 -4.8105 1.7410 -0.03 0.43 0.20 0.00
H -1.5812 -5.9037 -1.1979 -0.11 0.02 -0.01 0.00
H -1.2167 -6.1642 0.4799 -0.02 0.05 0.05 0.00
H -2.6719 -6.8669 -0.2246 -0.05 0.03 0.10 0.00
H -4.9036 -4.1202 0.3100 0.12 0.07 0.03 0.00
H -4.6853 -5.8109 -0.0771 0.10 -0.04 0.08 0.00
H -4.0571 -5.2555 -2.3841 0.03 0.03 -0.02 0.00
H -5.5450 -4.4260 -1.9854 0.00 -0.03 -0.01 0.00
H -3.9288 -2.8940 -3.1289 0.15 0.03 -0.02 0.00
H -4.3888 -2.3334 -1.5337 0.09 0.01 0.09 0.00
H -0.5243 -4.0605 -2.3010 -0.01 0.01 0.03 0.00
H -1.5293 -3.4853 -3.6227 -0.08 0.15 0.03 0.00
H -1.9810 -4.9348 -2.7922 0.01 0.00 0.07 0.00
H -2.3973 -0.9085 -1.3284 0.05 -0.09 0.15 0.00
H -1.8794 -1.3831 -2.9278 -0.04 -0.19 -0.08 0.00
H -0.7809 -1.5849 -1.5673 -0.01 -0.04 0.02 0.00
H -1.8722 -4.6726 2.1600 0.01 0.02 -0.03 0.00
H -3.2318 -5.7954 2.0377 0.03 -0.07 -0.09 0.00
H -3.5302 -4.0660 2.1807 0.05 0.05 -0.04 0.00
```
Positions in Å, forces in eV/Å.

Output
⟨S²⟩	3.76
spin multiplicity	4
HOMO-LUMO gap (alpha / beta)	8.7 / 9.4	eV

---

Table of E (Ha), in record order: -232.4313, -3225.4365